(1)
{"formula": "C15H33Br2CaN7O2P", "method": "ωB97M-V/def2-TZVPD", "species": ["Ca", "C", "C", "N", "C", "C", "N", "C", "C", "N", "H", "H", "H", "H", "H", "H", "H", "H", "H", "H", "H", "H", "H", "H", "H", "N", "C", "C", "O", "O", "H", "H", "H", "H", "Br", "C", "Br", "H", "H", "C", "N", "C", "N", "C", "N", "C", "P", "C", "C", "H", "H", "H", "H", "H", "H", "H", "H", "H", "H", "H", "H"], "positions_angstrom": [[0.040, 0.272, 0.406], [2.947, 1.040, 1.760], [2.902, 1.257, 0.242], [2.329, 0.121, -0.484], [3.004, -1.170, -0.312], [2.002, -2.317, -0.159], [0.895, -2.036, 0.772], [1.172, -2.163, 2.208], [2.107, -1.087, 2.755], [1.783, 0.291, 2.299], [2.991, 2.023, 2.230], [3.870, 0.530, 2.044], [3.914, 1.518, -0.090], [2.271, 2.122, 0.009], [2.257, 0.340, -1.479], [3.667, -1.119, 0.549], [3.647, -1.399, -1.167], [2.542, -3.230, 0.121], [1.536, -2.499, -1.130], [0.149, -2.688, 0.548], [1.601, -3.141, 2.459], [0.206, -2.101, 2.717], [3.133, -1.318, 2.478], [2.074, -1.140, 3.845], [1.435, 0.803, 3.099], [1.443, 0.179, -3.597], [0.237, 1.022, -3.544], [-0.274, 0.904, -2.124], [-0.097, 1.857, -1.316], [-0.736, -0.215, -1.750], [1.975, 0.380, -4.435], [1.166, -0.795, -3.648], [-0.543, 0.717, -4.248], [0.514, 2.055, -3.737], [-2.681, -1.106, 1.203], [-2.961, -1.992, -0.507], [-2.083, -3.694, -0.602], [-2.544, -1.345, -1.268], [-4.027, -2.150, -0.600], [-2.566, 5.274, 0.223], [-3.476, 4.210, 0.644], [-3.887, 4.464, 2.023], [-2.769, 4.600, 2.956], [-1.879, 5.652, 2.465], [-1.407, 5.435, 1.099], [-0.512, 4.286, 1.016], [-1.329, 2.702, 1.547], [-2.861, 2.896, 0.503], [-2.061, 3.337, 3.136], [-3.121, 6.214, 0.222], [-2.222, 5.072, -0.793], [-4.539, 3.656, 2.360], [-4.455, 5.396, 2.041], [-1.021, 5.737, 3.134], [-2.429, 6.594, 2.488], [0.367, 4.470, 1.641], [-0.168, 4.158, -0.012], [-3.583, 2.124, 0.782], [-2.579, 2.729, -0.540], [-1.267, 3.470, 3.875], [-2.751, 2.589, 3.534]], "atomic_forces_ev_per_a": [[-0.1, 0.0, 0.1], [0.0, 0.0, 0.0], [0.0, 0.0, -0.1], [0.0, 0.0, 0.0], [0.0, 0.0, 0.0], [0.0, 0.0, 0.0], [0.1, 0.0, 0.0], [0.0, 0.0, 0.0], [0.0, 0.0, 0.0], [0.1, -0.1, 0.0], [0.0, 0.0, 0.0], [0.0, 0.0, 0.0], [0.0, 0.0, 0.0], [0.0, 0.0, 0.0], [0.0, 0.0, 0.0], [0.0, 0.0, 0.0], [0.0, 0.0, 0.0], [0.0, 0.0, 0.0], [0.0, 0.0, 0.0], [0.0, 0.0, 0.0], [0.0, 0.0, 0.0], [0.0, 0.0, 0.0], [0.0, 0.0, 0.0], [0.0, 0.0, 0.0], [0.0, 0.0, 0.0], [0.0, 0.0, 0.0], [0.0, 0.0, 0.0], [0.1, 0.1, 0.0], [0.0, 0.0, 0.0], [-0.1, -0.1, 0.0], [0.0, 0.0, 0.0], [0.0, 0.0, 0.0], [0.0, 0.0, 0.0], [0.0, 0.0, 0.0], [0.0, 0.0, 0.0], [0.0, 0.0, 0.0], [0.0, 0.0, 0.0], [0.0, 0.0, 0.0], [0.0, 0.0, 0.0], [0.0, 0.0, 0.0], [0.0, 0.0, 0.0], [0.0, 0.0, 0.0], [0.0, 0.0, 0.0], [0.0, 0.0, 0.0], [0.0, 0.0, 0.0], [0.0, 0.0, 0.0], [0.0, 0.0, 0.0], [0.0, 0.0, 0.0], [0.0, 0.0, 0.0], [0.0, 0.0, 0.0], [0.0, 0.0, 0.0], [0.0, 0.0, 0.0], [0.0, 0.0, 0.0], [0.0, 0.0, 0.0], [0.0, 0.0, 0.0], [0.0, 0.0, 0.0], [0.0, 0.0, 0.0], [0.0, 0.0, 0.0], [0.0, 0.0, 0.0], [0.0, 0.0, 0.0], [0.0, 0.0, 0.0]], "lowdin_charge": [1.143, -0.189, -0.197, -0.146, -0.177, -0.176, -0.167, -0.200, -0.186, -0.119, 0.123, 0.112, 0.129, 0.109, 0.086, 0.099, 0.130, 0.128, 0.119, 0.023, 0.128, 0.109, 0.103, 0.128, 0.106, 0.018, -0.165, -0.684, -0.155, -0.159, 0.081, 0.079, 0.122, 0.120, 0.631, -0.988, 0.665, -0.028, 0.008, -0.179, -0.149, -0.184, -0.153, -0.186, -0.149, -0.329, 0.954, -0.331, -0.333, 0.131, 0.131, 0.129, 0.131, 0.128, 0.131, 0.087, 0.079, 0.074, 0.083, 0.086, 0.087], "charge": 1, "homo_ev": -10.6628, "homo_lumo_gap_ev": 8.23, "molar_mass_g_mol": 574.3}

---

(2)
{"formula": "C21H29BrOPd", "method": "ωB97M-V/def2-TZVPD", "species": ["Pd", "C", "C", "C", "C", "C", "C", "C", "C", "C", "C", "H", "H", "H", "H", "H", "H", "H", "H", "H", "H", "H", "H", "H", "H", "C", "C", "C", "C", "C", "C", "C", "H", "H", "H", "H", "H", "C", "C", "O", "C", "C", "H", "H", "H", "H", "H", "H", "H", "H", "H", "H", "Br"], "positions_angstrom": [[-0.353, 0.326, -0.702], [1.988, 4.466, -0.720], [0.759, 3.574, -0.513], [-0.018, 3.442, -1.821], [1.200, 2.263, 0.106], [1.072, 2.046, 1.477], [1.687, 0.978, 2.108], [2.460, 0.065, 1.394], [3.079, -1.139, 2.042], [2.621, 0.292, 0.031], [1.998, 1.360, -0.603], [1.682, 5.466, -1.028], [2.629, 4.060, -1.505], [2.584, 4.553, 0.189], [0.118, 4.064, 0.226], [0.579, 2.939, -2.586], [-0.271, 4.433, -2.200], [-0.937, 2.869, -1.705], [0.466, 2.733, 2.056], [1.539, 0.836, 3.172], [2.623, -2.054, 1.655], [2.941, -1.124, 3.122], [4.149, -1.197, 1.839], [3.236, -0.380, -0.552], [2.218, 1.546, -1.650], [-1.840, 0.586, 0.104], [-3.131, 0.050, 0.391], [-3.591, 0.088, 1.712], [-4.845, -0.409, 2.010], [-5.654, -0.921, 1.004], [-5.207, -0.950, -0.310], [-3.947, -0.482, -0.628], [-2.959, 0.511, 2.482], [-5.201, -0.383, 3.032], [-6.637, -1.299, 1.250], [-5.842, -1.350, -1.090], [-3.562, -0.505, -1.638], [2.074, -2.000, -2.643], [1.590, -3.015, -1.625], [0.928, -2.367, -0.548], [0.374, -3.308, 0.353], [-0.353, -2.573, 1.454], [2.160, -2.464, -3.626], [3.050, -1.593, -2.385], [1.350, -1.190, -2.737], [2.428, -3.601, -1.222], [0.894, -3.723, -2.094], [1.185, -3.925, 0.768], [-0.304, -3.984, -0.185], [0.339, -2.047, 2.114], [-0.933, -3.274, 2.055], [-1.044, -1.842, 1.030], [-1.369, -0.448, -2.862]], "atomic_forces_ev_per_a": [[0.9, -0.7, -1.4], [0.0, 0.0, 0.0], [-0.2, 0.0, 0.1], [0.0, -0.1, 0.0], [0.6, 0.4, 0.2], [0.0, 0.2, 0.1], [-0.1, -0.2, -0.1], [0.0, 0.1, 0.0], [0.0, 0.0, 0.1], [-0.2, -0.2, 0.1], [0.3, 0.1, -0.4], [0.0, 0.0, 0.0], [0.0, 0.0, 0.0], [0.0, 0.0, 0.0], [-0.1, 0.0, 0.0], [0.0, 0.0, 0.0], [0.0, 0.0, 0.0], [0.0, 0.0, 0.1], [0.0, 0.0, 0.0], [0.0, 0.0, 0.0], [0.0, 0.0, 0.0], [0.0, 0.0, 0.0], [0.0, 0.0, 0.0], [0.0, 0.0, 0.0], [-0.1, 0.0, 0.0], [-1.4, 0.5, 2.1], [-0.3, -0.4, -1.0], [0.1, 0.1, 0.0], [0.0, 0.0, 0.2], [0.1, 0.0, 0.0], [-0.1, -0.1, -0.2], [-0.1, 0.1, 0.3], [0.0, 0.0, 0.0], [0.0, 0.0, 0.0], [0.0, 0.0, 0.0], [0.0, 0.0, 0.0], [-0.1, 0.0, 0.1], [0.0, 0.0, 0.0], [0.0, 0.0, -0.1], [0.1, 0.1, 0.0], [0.1, 0.1, 0.1], [-0.1, 0.0, 0.0], [0.0, -0.1, 0.0], [0.0, 0.1, 0.0], [0.0, 0.0, 0.0], [0.0, 0.0, 0.0], [0.0, 0.1, 0.0], [0.0, 0.0, 0.0], [0.0, 0.1, 0.0], [0.0, 0.0, -0.1], [0.0, 0.0, 0.0], [0.0, -0.1, 0.0], [0.4, 0.0, -0.2]], "lowdin_charge": [0.603, -0.063, -0.389, -0.082, -0.294, -0.061, -0.041, -0.281, -0.042, -0.052, -0.104, 0.078, 0.080, 0.082, 0.132, 0.076, 0.080, 0.044, 0.117, 0.113, 0.063, 0.079, 0.084, 0.105, 0.119, -0.108, -0.334, -0.044, -0.076, -0.066, -0.065, -0.055, 0.114, 0.105, 0.107, 0.109, -0.004, -0.090, -0.275, -0.229, -0.287, -0.059, 0.079, 0.060, -0.009, 0.120, 0.119, 0.118, 0.122, 0.064, 0.082, 0.045, 0.012], "homo_ev": -7.4098, "homo_lumo_gap_ev": 6.50, "molar_mass_g_mol": 483.8}

---

(3)
{"formula": "C16H36N3O3Si2", "method": "ωB97M-V/def2-TZVPD", "species": ["C", "C", "N", "C", "C", "C", "N", "C", "O", "C", "O", "C", "C", "C", "O", "H", "H", "H", "H", "H", "H", "H", "H", "H", "H", "H", "H", "H", "H", "H", "H", "H", "H", "C", "Si", "C", "C", "N", "Si", "C", "C", "C", "H", "H", "H", "H", "H", "H", "H", "H", "H", "H", "H", "H", "H", "H", "H", "H", "H", "H"], "positions_angstrom": [[-3.754, -2.474, -4.734], [-2.320, -1.817, -4.349], [-1.170, -2.539, -5.006], [0.135, -2.023, -4.457], [0.624, -2.769, -3.130], [0.778, -1.843, -1.826], [0.678, -0.360, -1.928], [-0.152, -2.149, -0.530], [0.624, -2.192, 0.712], [1.948, -2.621, 0.397], [2.775, -3.203, 1.132], [2.201, -2.199, -1.123], [-1.182, -2.338, -6.467], [-0.582, -1.059, -7.234], [-1.679, -3.247, -7.190], [-3.968, -3.399, -4.087], [-4.527, -1.643, -4.533], [-3.828, -2.722, -5.845], [-2.307, -0.687, -4.530], [-2.216, -1.963, -3.214], [0.936, -2.211, -5.269], [0.039, -0.888, -4.374], [-0.021, -3.698, -2.890], [1.672, -3.200, -3.353], [1.213, -0.074, -2.776], [-0.318, -0.142, -2.141], [-0.836, -1.237, -0.358], [-0.701, -3.146, -0.608], [2.834, -1.253, -1.224], [2.793, -3.091, -1.529], [0.502, -0.844, -6.898], [-1.202, -0.118, -7.069], [-0.493, -1.309, -8.356], [-1.652, 1.220, 1.996], [-0.265, 1.451, 3.262], [1.357, 1.110, 2.371], [-0.504, 0.141, 4.590], [-0.367, 3.057, 3.877], [0.736, 3.645, 5.062], [2.519, 3.651, 4.463], [0.653, 2.688, 6.679], [0.273, 5.437, 5.452], [-1.622, 0.207, 1.579], [-2.629, 1.370, 2.463], [-1.546, 1.934, 1.174], [1.285, 0.179, 1.797], [2.186, 0.997, 3.073], [1.596, 1.917, 1.674], [-1.375, 0.368, 5.209], [0.372, 0.058, 5.236], [-0.664, -0.841, 4.129], [2.936, 2.642, 4.428], [3.146, 4.238, 5.144], [2.596, 4.096, 3.469], [-0.382, 2.557, 7.003], [1.187, 3.231, 7.468], [1.120, 1.705, 6.590], [-0.745, 5.495, 5.844], [0.338, 6.056, 4.554], [0.955, 5.851, 6.203]], "atomic_forces_ev_per_a": [[0.3, 1.0, 0.1], [-1.1, -0.9, 0.6], [0.4, 1.6, -0.6], [0.6, -0.2, -0.7], [0.1, -0.2, -0.1], [1.2, -0.9, 2.7], [-0.1, -0.9, -1.8], [-0.9, 0.5, -0.2], [2.2, -1.5, -1.3], [1.2, 0.1, 0.5], [-3.7, 2.3, -2.4], [0.3, -0.2, 0.0], [-1.3, -2.4, -2.5], [1.0, -0.3, 0.1], [1.5, 3.2, 2.5], [0.4, 1.5, -1.1], [1.0, -1.5, -0.1], [0.2, 0.2, 1.6], [0.0, -1.4, 0.0], [0.1, 0.3, -1.6], [-1.3, 0.2, 1.3], [0.4, -1.3, 0.3], [0.8, 1.6, -0.5], [-1.7, 0.8, 0.3], [-0.5, 0.0, 0.9], [0.9, 0.0, 0.2], [0.7, -1.7, -0.4], [0.5, 1.4, 0.0], [-0.6, -1.4, 0.6], [-1.0, 1.3, 0.1], [-1.8, -0.2, -0.3], [0.7, -1.3, -0.2], [-0.5, 0.3, 1.9], [0.1, -0.4, -0.1], [-0.4, 2.8, 0.8], [0.1, -0.6, -0.3], [0.0, -0.6, -0.2], [1.2, -1.0, 0.5], [-2.1, -0.6, -2.0], [0.5, 0.2, 0.4], [0.4, 0.2, 0.5], [0.3, 0.0, 0.3], [-0.1, -0.1, -0.1], [0.1, 0.0, 0.0], [0.0, 0.0, 0.1], [0.1, 0.0, 0.0], [0.0, 0.1, 0.0], [0.0, 0.0, 0.1], [0.1, 0.1, 0.0], [0.0, 0.0, 0.0], [0.0, -0.1, 0.1], [0.0, 0.0, -0.1], [0.1, 0.0, 0.0], [-0.1, -0.1, 0.0], [0.0, 0.0, -0.1], [0.0, -0.1, 0.1], [-0.1, 0.0, 0.0], [0.0, 0.0, -0.1], [0.0, -0.1, 0.0], [0.0, 0.1, 0.0]], "lowdin_charge": [-0.086, -0.218, -0.115, -0.194, -0.087, -0.432, 0.049, -0.097, -0.042, -0.349, 0.066, -0.023, -0.394, -0.023, 0.027, 0.085, 0.079, 0.066, 0.119, 0.122, 0.125, 0.108, 0.132, 0.109, 0.084, 0.083, 0.131, 0.133, 0.137, 0.123, 0.076, 0.086, 0.094, -0.210, 0.200, -0.194, -0.207, -0.257, 0.198, -0.212, -0.212, -0.220, -0.011, 0.012, 0.011, -0.007, 0.006, 0.022, 0.019, 0.003, 0.008, 0.001, 0.007, 0.019, 0.019, 0.007, 0.001, 0.010, 0.009, 0.003], "charge": -1, "homo_ev": -3.0758, "homo_lumo_gap_ev": 4.91, "molar_mass_g_mol": 374.7}

---

(4)
{"formula": "H8N2Si2", "method": "ωB97M-V/def2-TZVPD", "species": ["N", "N", "Si", "Si", "H", "H", "H", "H", "H", "H", "H", "H"], "positions_angstrom": [[1.276, 0.673, -0.603], [-0.823, -2.310, -0.012], [0.159, 1.828, -0.035], [-1.125, -1.010, 0.975], [1.568, 1.200, -1.547], [2.155, 0.401, -0.180], [-0.571, -2.190, -0.990], [-1.137, -3.303, 0.173], [0.510, 3.050, -0.684], [-1.068, 1.656, -0.646], [0.038, 2.020, 1.448], [-0.981, -2.016, 2.101]], "atomic_forces_ev_per_a": [[1.6, 0.9, -3.3], [-0.4, -2.7, -1.9], [0.5, 0.6, 1.8], [0.3, 0.4, 1.3], [-0.5, -1.9, 2.4], [-0.3, 0.1, 0.2], [-0.3, -0.1, 0.1], [1.0, 1.7, -0.2], [0.6, 1.4, -0.2], [-2.1, -0.6, -0.7], [0.1, -0.1, -0.4], [-0.6, 0.3, 0.8]], "lowdin_charge": [-0.229, -0.288, 0.298, 0.570, 0.074, 0.013, 0.003, 0.046, -0.108, -0.133, -0.082, -0.164], "homo_ev": -8.2106, "homo_lumo_gap_ev": 8.48, "molar_mass_g_mol": 92.2}

---

(5)
{"formula": "C3H8O2", "method": "ωB97M-V/def2-TZVPD", "species": ["C", "C", "C", "O", "H", "H", "H", "H", "H", "H", "H", "H", "O"], "positions_angstrom": [[-2.307, 0.303, -0.256], [-2.178, 0.462, 1.253], [-1.065, -0.031, 1.790], [-0.933, -0.033, 3.215], [-1.658, -0.444, -0.714], [-1.928, 1.251, -0.650], [-3.301, 0.133, -0.679], [-3.006, 0.651, 1.918], [-0.321, -0.622, 1.270], [-0.752, 0.909, 3.315], [6.439, -0.962, -3.057], [5.506, -0.874, -4.177], [5.504, -0.743, -3.225]], "atomic_forces_ev_per_a": [[0.1, 1.2, -0.2], [0.9, -2.3, -1.1], [-1.2, -0.5, 1.5], [0.5, 0.7, -1.6], [0.1, -0.2, 0.5], [-0.3, 0.0, -0.5], [0.0, 0.1, 0.5], [-0.1, 0.7, -0.1], [0.2, 0.3, -0.1], [0.0, -0.1, 0.9], [-0.5, 0.2, 0.5], [-0.5, 0.1, -0.2], [1.0, -0.3, -0.2]], "lowdin_charge": [-0.114, -0.134, -0.194, -0.060, 0.068, 0.067, 0.068, 0.107, 0.114, 0.080, 0.041, 0.027, -0.068], "homo_ev": -9.2102, "homo_lumo_gap_ev": 10.24, "molar_mass_g_mol": 76.1}

---

(6)
{"formula": "C5H8N3O", "method": "ωB97M-V/def2-TZVPD", "species": ["C", "C", "C", "C", "C", "N", "N", "N", "O", "H", "H", "H", "H", "H", "H", "H", "H"], "positions_angstrom": [[-0.653, -1.586, -0.073], [-1.665, 0.383, -0.043], [0.921, 1.562, 0.162], [1.823, -0.785, 0.097], [-0.322, 0.622, 0.049], [0.296, -0.674, -0.098], [-1.833, -0.921, 0.062], [2.059, 0.621, -0.021], [-2.653, 1.224, -0.143], [-0.320, -2.660, -0.029], [0.745, 2.423, -0.516], [1.112, 2.005, 1.148], [2.360, -1.274, -0.769], [2.029, -1.300, 0.955], [-2.717, -1.417, -0.019], [-3.484, 0.924, 0.194], [2.299, 0.852, -0.957]], "atomic_forces_ev_per_a": [[1.4, -0.7, 0.6], [1.8, 1.9, 1.1], [-1.6, -0.3, 1.5], [-2.2, 2.4, -4.4], [3.3, -1.1, -0.5], [-1.9, -0.5, 0.9], [-0.4, -4.5, -1.1], [1.1, 2.1, -0.5], [-0.1, 1.6, -0.5], [-1.5, 1.1, -0.1], [1.1, -0.8, -0.1], [-1.0, -0.1, 0.0], [-1.0, 0.2, 0.9], [0.4, -0.8, 2.6], [0.1, 0.2, 0.0], [-0.9, -0.4, 0.4], [1.1, -0.5, -0.8]], "lowdin_charge": [-0.019, -0.338, -0.074, -0.047, 0.000, 0.021, 0.172, -0.039, 0.184, 0.188, 0.138, 0.121, 0.162, 0.099, 0.196, 0.131, 0.105], "charge": 1, "homo_ev": -13.3245, "homo_lumo_gap_ev": 10.18, "molar_mass_g_mol": 126.1}